185
Properties=species:S:1:pos:R:3:forces:R:3:lowdin_charge:R:1 method="wB97M-V/def2-TZVPD" charge=+2 gap_ev=4.247 total_energy_ha=-6994.22051
C 4.838870 -3.863794 0.300435 -0.5 -0.7 0.1 0.041
C 3.809380 -4.412564 1.254075 -0.6 3.7 1.7 -0.378
O 3.233360 -3.724124 2.083465 1.1 -2.9 -1.9 0.165
N 3.438790 -5.815034 0.936325 1.4 -1.1 0.2 0.090
H 2.441320 -5.969434 0.900245 -1.8 0.2 0.3 0.115
H 3.777820 -6.118994 0.034785 0.0 0.6 -0.7 0.164
C 4.143360 -6.782784 1.851925 -0.9 0.2 1.4 0.050
H 5.164760 -2.837144 0.467435 -0.3 -0.2 0.3 0.078
H 4.179850 -3.884624 -0.567525 0.4 0.3 -0.8 0.079
H 5.668390 -4.556804 0.159925 0.0 0.0 -0.2 0.101
H 3.782170 -6.494924 2.839235 0.4 -0.2 0.2 0.116
H 5.225630 -6.672244 1.784335 -0.2 0.0 -0.2 0.111
H 3.777770 -7.794494 1.676205 0.2 0.1 -0.3 0.122
C 0.657980 -4.683544 -2.899345 1.6 0.3 -0.7 0.034
C 1.397480 -3.320314 -2.841195 -4.0 -0.4 1.8 -0.347
O 0.840350 -2.374604 -2.353385 2.1 -0.4 -1.1 0.156
N 2.794560 -3.218524 -3.442005 -0.2 1.5 1.1 0.117
H 3.316970 -3.964934 -3.006055 0.6 -0.2 0.4 0.157
H 2.780780 -3.499744 -4.411965 -0.2 0.3 -0.7 0.171
C 3.445220 -1.798294 -3.176925 -0.4 -0.7 -0.6 0.050
H -0.399560 -4.679714 -2.635365 0.0 0.8 -0.2 0.105
H 1.023010 -5.434994 -2.199225 0.6 0.1 0.1 0.073
H 0.844240 -5.016824 -3.920295 -0.4 -0.6 -0.1 0.086
H 4.332050 -1.756674 -3.809315 0.0 0.0 0.4 0.106
H 3.625260 -1.665204 -2.110165 0.2 -0.4 0.0 0.058
H 2.730440 -1.024144 -3.456005 -0.1 -0.4 -0.2 0.092
C -2.968400 0.697856 -4.782445 -0.5 0.4 0.1 0.017
C -3.665720 0.471956 -6.107595 -0.9 -2.0 1.5 -0.315
O -4.300150 -0.531574 -6.339395 1.4 3.2 -0.7 0.181
N -3.527480 1.639476 -7.159375 -0.5 -1.5 -1.1 0.095
H -3.991880 2.501996 -6.913425 -0.9 0.1 0.5 0.175
H -2.580240 1.971266 -7.272295 0.8 -0.4 0.6 0.159
C -3.895070 1.243956 -8.604025 1.2 0.3 0.4 0.044
H -2.052100 1.288136 -4.790585 0.3 -0.5 -0.3 0.090
H -2.954480 -0.254054 -4.251615 0.7 -0.2 -0.4 0.103
H -3.573030 1.244956 -4.059115 -0.7 0.5 -0.4 0.080
H -3.380300 2.051576 -9.124465 -1.0 0.1 -0.7 0.106
H -4.960190 1.079086 -8.766585 0.3 0.4 0.1 0.117
H -3.304230 0.370236 -8.879025 -0.3 -0.2 0.4 0.110
C 8.223390 -1.022964 6.703685 -1.3 0.9 0.4 -0.093
C 7.815600 -0.495244 5.322945 -1.0 -0.8 0.2 -0.224
C 6.279910 -0.235374 5.102905 0.9 2.0 -0.6 -0.053
N 5.965970 0.279666 3.650185 2.4 -2.4 -0.3 -0.217
C 6.605130 -0.785804 2.637855 0.5 2.1 -0.7 0.036
C 4.510970 0.327186 3.438205 -1.4 -0.7 0.8 -0.134
C 3.973740 1.657486 3.954555 0.3 0.1 0.7 -0.132
C 5.144840 2.594696 3.736975 0.8 0.6 -0.2 -0.123
C 6.422740 1.738826 3.389915 -1.4 -0.5 -1.5 -0.039
H 8.035820 -0.215914 7.411915 -0.1 -0.3 0.4 0.081
H 9.276540 -1.279324 6.818825 -0.1 -0.1 -0.5 0.083
H 7.562550 -1.863054 6.917335 0.3 -0.1 0.5 0.081
H 8.064230 -1.358764 4.705995 0.5 0.7 -0.8 0.094
H 8.347770 0.447606 5.196765 0.2 -0.3 -0.8 0.109
H 5.968850 0.680756 5.604945 -0.1 -0.4 0.9 0.136
H 5.581650 -1.046634 5.308765 0.4 -0.1 0.0 0.136
H 6.361310 -1.847534 2.675035 -0.6 0.3 1.2 0.098
H 7.689550 -0.677294 2.656825 -0.1 0.0 0.6 0.092
H 6.385890 -0.488154 1.612455 -0.6 0.4 0.2 0.066
H 4.339380 0.146736 2.377025 -0.2 0.1 0.1 0.108
H 4.137240 -0.464834 4.087155 -0.5 -0.3 -0.6 0.123
H 3.069160 2.038196 3.480315 0.1 -0.4 -0.4 0.117
H 3.700600 1.699416 5.008945 0.1 -0.8 0.1 0.121
H 4.827330 3.171766 2.868485 0.9 0.4 0.0 0.113
H 5.286070 3.259386 4.589225 0.1 0.0 -0.2 0.120
H 6.476120 1.733746 2.301235 0.1 0.1 -0.1 0.095
H 7.434650 2.004316 3.695955 -0.4 -0.2 0.8 0.129
C 3.648240 4.062916 -5.065795 -0.5 1.1 -0.8 -0.070
C 2.956720 5.211316 -4.251035 1.0 -1.6 1.2 -0.203
C 1.448910 5.013956 -4.272855 -1.5 1.0 -0.1 -0.105
N 0.562920 6.136096 -3.660765 -1.4 0.2 -1.2 -0.237
C 0.813010 7.542906 -4.289395 0.9 -1.9 0.3 0.063
C 0.740850 6.005426 -2.192045 0.1 1.9 0.5 -0.107
C -0.314440 5.069536 -1.668915 -0.1 -0.7 1.9 -0.150
C -1.392010 4.843836 -2.699325 0.0 0.3 -0.7 -0.139
C -0.970640 5.816336 -3.812685 0.1 -0.7 -0.3 -0.074
H 3.273440 4.220156 -6.077175 0.0 -0.5 -0.3 0.068
H 3.450900 3.036736 -4.755755 -0.2 0.2 0.3 0.074
H 4.725810 4.179886 -5.180945 0.0 0.2 0.5 0.085
H 3.400550 6.171696 -4.513285 -0.6 0.0 -0.5 0.114
H 3.282930 5.067336 -3.221005 0.0 0.1 0.2 0.098
H 1.076740 4.236836 -3.605265 0.8 -0.7 -0.3 0.128
H 1.056820 4.816656 -5.270575 0.1 0.1 -0.2 0.126
H 1.901910 7.553856 -4.241865 -0.2 0.9 -0.3 0.088
H 0.340150 8.398016 -3.806405 0.0 -0.5 0.5 0.114
H 0.449240 7.498566 -5.315945 0.2 -0.1 0.0 0.106
H 0.577240 7.046436 -1.913435 -0.1 -0.2 0.9 0.141
H 1.751220 5.735466 -1.884835 0.0 0.1 -0.4 0.137
H -0.739530 5.496606 -0.760605 -0.1 0.1 0.0 0.125
H 0.079290 4.130306 -1.280405 0.3 0.0 -0.3 0.106
H -2.381060 5.090246 -2.313115 0.1 0.3 0.0 0.128
H -1.500200 3.807236 -3.018495 0.5 -0.1 -0.2 0.092
H -1.585080 6.705086 -3.668885 0.7 0.4 -0.3 0.138
H -1.116260 5.417606 -4.816635 0.0 0.2 -0.1 0.117
C -11.007170 -1.221034 -1.734275 0.2 1.3 0.3 -0.093
C -9.573740 -1.499844 -1.362105 2.1 -1.7 -1.5 -0.224
C -8.550150 -0.878494 -2.399295 0.6 0.1 1.2 -0.072
N -7.060430 -0.722274 -1.834715 -0.5 1.6 -0.4 -0.196
C -6.346530 -2.126954 -1.838545 -1.5 0.2 0.3 0.046
C -6.987490 -0.009024 -0.463395 0.2 -1.6 0.0 -0.075
C -5.543820 0.526646 -0.380555 -1.7 1.5 0.8 -0.115
C -5.074730 0.608566 -1.841115 0.8 -1.4 1.3 -0.192
C -6.268410 0.284296 -2.713935 0.3 -0.9 0.3 -0.109
H -11.205400 -1.345404 -2.798855 -0.2 -0.4 0.2 0.085
H -11.124390 -0.159384 -1.516875 -0.4 0.3 -0.2 0.079
H -11.723030 -1.710104 -1.073615 0.1 -0.3 -0.4 0.091
H -9.336980 -2.559284 -1.460145 -0.4 -0.3 0.6 0.107
H -9.323180 -1.195454 -0.345895 -0.1 0.1 -0.2 0.109
H -9.068050 0.036766 -2.685965 1.1 0.8 0.1 0.117
H -8.270320 -1.374504 -3.328685 -1.0 -0.7 0.1 0.117
H -5.291030 -2.211574 -1.579995 -0.1 1.0 0.1 0.101
H -6.523480 -2.620164 -2.794335 -0.1 0.4 -0.2 0.099
H -6.852500 -2.714794 -1.072675 0.0 0.1 0.0 0.098
H -7.327030 -0.744494 0.265925 0.6 0.1 0.2 0.122
H -7.713920 0.802276 -0.416785 0.0 0.0 -0.6 0.138
H -4.891520 0.116536 0.390425 0.0 -0.8 -0.5 0.111
H -5.709370 1.538956 -0.011865 0.3 0.2 0.0 0.123
H -4.433050 -0.269694 -1.911835 0.6 0.3 -0.4 0.083
H -4.497490 1.527646 -1.942045 -0.3 0.0 -0.7 0.110
H -5.972730 -0.310454 -3.578195 -0.1 0.3 -0.3 0.111
H -6.806300 1.187946 -3.000655 -0.7 -0.4 0.2 0.135
C -1.527020 0.752916 -1.425075 0.7 -0.3 2.2 -0.058
C -0.607040 0.133796 -0.263455 0.2 -0.1 -0.4 -0.196
C -1.317740 -0.483834 0.949585 0.3 0.0 0.1 -0.077
N -0.363300 -1.167764 2.006355 -0.5 1.3 -1.7 -0.181
C 0.291220 -2.419294 1.412105 0.0 0.6 -0.1 0.010
C -1.272850 -1.614554 3.124165 1.6 -0.8 0.0 -0.096
C -0.260100 -1.792284 4.288935 -1.6 -0.3 0.1 -0.105
C 0.995230 -1.069044 3.924185 1.6 0.6 0.5 -0.188
C 0.657550 -0.238294 2.756755 -1.9 1.1 -1.6 -0.074
H -2.175410 0.017946 -1.902055 0.3 -0.2 -0.1 0.041
H -0.885740 1.286486 -2.126615 0.0 -0.2 -0.2 0.048
H -2.190550 1.481436 -0.959165 0.0 0.2 0.0 0.069
H 0.045550 0.890486 0.172035 -0.3 0.4 -0.3 0.063
H 0.124840 -0.538084 -0.711805 -0.3 -0.4 -0.1 0.064
H -2.096950 -1.217974 0.744715 0.3 -0.4 -0.2 0.113
H -1.868780 0.322176 1.434125 0.3 0.1 0.6 0.118
H 0.602010 -3.109534 2.196375 -0.2 0.3 0.1 0.085
H 1.173810 -2.181024 0.818495 0.1 0.5 0.2 0.087
H -0.383610 -2.934804 0.728745 -0.4 0.2 0.4 0.098
H -1.731710 -2.503164 2.690695 -0.5 0.3 0.8 0.089
H -1.931360 -0.808584 3.448015 -0.3 -0.2 -0.9 0.144
H -0.049610 -2.817734 4.592675 -0.4 0.1 0.2 0.126
H -0.774550 -1.195824 5.042375 0.5 -0.7 0.8 0.131
H 1.853970 -1.678284 3.642255 0.0 -0.5 0.4 0.100
H 1.233710 -0.438324 4.780585 0.5 0.1 0.0 0.103
H 1.364530 0.254236 2.089155 0.7 -1.1 -0.2 0.109
H 0.116690 0.666346 3.034605 -0.8 -0.2 0.3 0.135
C -0.544560 3.844616 1.851605 -5.0 -0.1 3.6 -0.792
F -0.447910 3.126416 0.784455 0.8 -2.1 -2.2 0.132
F 0.163590 3.348726 2.848865 1.4 -0.1 -0.2 0.149
F -0.257480 5.046336 1.539845 2.5 3.4 -0.7 0.161
S -2.351450 3.966876 2.473335 -0.1 -1.2 3.5 0.509
O -2.539050 2.528036 2.818995 0.0 1.6 -1.0 -0.379
O -2.390280 4.876136 3.650675 0.7 -1.6 -2.4 -0.329
O -3.085560 4.482016 1.337495 0.0 -0.2 -1.1 -0.376
C 2.808320 1.649676 -0.801065 0.0 -1.1 0.7 -0.520
F 1.964480 0.869646 -1.582275 0.7 1.1 1.0 0.053
F 2.980790 2.812096 -1.414705 -0.1 -0.1 0.0 0.124
F 2.205430 1.916056 0.426605 1.2 -0.8 -2.3 0.083
S 4.506570 0.674976 -0.702465 3.1 -0.4 0.5 0.503
O 4.231260 -0.625984 -0.093735 -1.4 -0.1 -0.4 -0.373
O 5.070330 0.531866 -2.062055 -2.0 0.6 1.0 -0.333
O 5.388180 1.427576 0.189235 -1.4 0.5 -0.6 -0.326
C -0.941200 -6.088224 2.308215 -0.3 -0.9 -1.1 -0.557
F -1.305530 -4.842534 2.668245 0.5 -1.4 -0.3 0.129
F 0.185960 -6.465434 2.991275 -1.2 0.4 0.2 0.074
F -1.981810 -6.955354 2.510995 1.8 1.4 0.3 0.122
S -0.433850 -6.345214 0.478675 -3.5 -2.0 -1.1 0.515
O 0.656720 -5.395534 0.198265 1.1 0.3 0.3 -0.403
O -0.042660 -7.761634 0.424555 0.5 1.8 0.5 -0.332
O -1.680370 -6.091364 -0.280845 2.2 0.4 1.0 -0.334
P 0.858750 1.111116 7.765765 -1.0 -1.4 1.7 0.207
F -0.548040 0.389536 7.747345 -1.7 -0.6 1.0 -0.169
F 0.567760 1.297086 6.173635 1.6 0.9 -1.0 -0.198
F 0.131910 2.512486 8.054915 0.8 0.0 0.2 -0.147
F 2.347640 1.807646 7.773015 -1.0 -0.8 -0.6 -0.187
F 0.991280 0.753536 9.421225 0.3 0.7 -2.1 -0.214
F 1.446980 -0.408054 7.396575 1.3 0.9 0.2 -0.226
P -4.804470 -2.806574 2.331675 2.8 -0.1 -2.2 0.218
F -6.029120 -2.326304 3.100865 -2.4 0.1 0.5 -0.071
F -5.517570 -2.482304 0.837415 -0.4 -0.7 0.7 -0.219
F -4.210060 -1.270084 2.238035 -0.7 1.7 -1.6 -0.210
F -3.454030 -3.232124 1.473005 -0.4 -0.7 0.0 -0.206
F -3.927820 -2.723544 3.639845 0.3 -2.9 1.9 -0.127
F -5.295280 -4.426604 2.317085 0.8 2.8 0.3 -0.176